Entry 1:
# C6H11NO

The molecule C6H11NO at a distorted geometry (the ωB97M-V functional and the def2-TZVPD basis, OMol25).

Results
Molar mass: 113.16 g mol⁻¹
SMILES string: C=C(C)C(=C)N(C)O
Spin multiplicity: 1
HOMO-LUMO gap: 8.715 eV
Relative energy (zero: lowest compared OMol25 entry of this formula, charge and spin): 335.62 kJ/mol

Last column: Löwdin charge in e.
CARTESIAN COORDINATES (ANGSTROEM)
C: 0.07 0.59 2.11  0.060
C: -0.23 -0.31 1.15  -0.338
C: -1.19 -1.44 1.39  -0.051
C: 0.37 -0.22 -0.18  -0.320
C: 1.18 -1.21 -0.57  0.058
N: 0.09 0.92 -0.95  -0.200
C: 0.63 1.17 -2.28  -0.048
O: -1.17 1.52 -0.81  -0.013
H: 0.77 1.40 1.92  0.072
H: -0.37 0.53 3.10  0.063
H: -0.67 -2.41 1.41  0.081
H: -1.71 -1.34 2.36  0.078
H: -1.96 -1.47 0.61  0.089
H: 1.39 -2.07 0.07  0.060
H: 1.67 -1.22 -1.54  0.045
H: 0.42 2.20 -2.59  0.088
H: 1.72 1.05 -2.29  0.087
H: 0.18 0.49 -3.01  0.089
H: -1.17 1.83 0.11  0.097

Entry 2:
# C4H8O2

The molecule C4H8O2 at a distorted geometry (the ωB97M-V functional and the def2-TZVPD basis, OMol25).

Results
Molar mass: 88.11 g mol⁻¹
SMILES string: C[C@@H](O)[C@H]1CO1
Spin multiplicity: 1
HOMO-LUMO gap: 11.049 eV
Relative energy (zero: lowest compared OMol25 entry of this formula, charge and spin): 238.72 kJ/mol

Last column: Löwdin charge in e.
CARTESIAN COORDINATES (ANGSTROEM)
C: 1.59 -0.53 0.75  -0.052
C: 0.37 0.29 0.45  -0.442
O: 0.79 1.56 0.01  -0.034
C: -0.52 -0.33 -0.61  -0.256
C: -1.93 -0.07 -0.46  -0.086
O: -1.16 0.68 -1.39  -0.064
H: 2.12 -0.67 -0.19  0.088
H: 2.22 -0.02 1.47  0.089
H: 1.27 -1.50 1.14  0.086
H: -0.15 0.40 1.42  0.143
H: 0.37 1.71 -0.89  0.115
H: -0.22 -1.16 -1.24  0.154
H: -2.04 0.46 0.52  0.135
H: -2.63 -0.71 -0.99  0.124

Among the records above, which one has the highest relative energy (zero: lowest compared OMol25 entry of this formula, charge and spin)? C6H11NO

The highest relative energy (zero: lowest compared OMol25 entry of this formula, charge and spin) belongs to which entry? C6H11NO

The highest HOMO-LUMO gap belongs to which entry? C4H8O2

Which of these has the lowest molar mass? C4H8O2